i.
The following is a DFT calculation (wB97M-V/def2-TZVPD) of one molecule with the formula C4H3NO2.

Element x y z (Å)
O -1.2119 2.1603 0.0400
C -0.4554 1.2037 0.1115
C 0.9085 0.9129 0.0003
C 1.0199 -0.4880 -0.0645
N -0.1587 -1.0711 0.1956
C -1.2671 -0.2431 0.2810
O -2.4437 -0.6501 -0.1646
H 1.8712 1.5492 -0.2570
H 1.8306 -1.2299 -0.1573
H -0.0934 -2.1439 0.0152

Results
Total charge = 0
2S+1 = 1
Structure (SMILES) = O=C1C=CNC1=O
HOMO = -0.348 Ha



ii.
The following is a DFT calculation (wB97M-V/def2-TZVPD) of one molecule with the formula C4H3NO2.

Element x y z (Å)
O -2.0625 0.1852 -0.7992
C -0.9409 0.6144 -0.8504
C 2.0816 1.5752 0.4034
N 1.2721 0.7740 0.1091
C 0.2578 -0.1406 -0.2478
C -0.2106 -0.9998 0.9360
O 0.1242 -0.7993 2.0712
H -0.6794 1.5785 -1.3319
H 0.6340 -0.8184 -1.0302
H -0.8933 -1.8178 0.6442

Results
Total charge = 0
2S+1 = 1
HOMO = -0.392 Ha



Last place for stability: i



i.
The following is a DFT calculation (wB97M-V/def2-TZVPD) of one molecule with the formula C4H3NO2.

Element x y z (Å)
N -2.3446 0.3979 -0.7365
C -1.2766 0.6192 -0.1863
C -0.1915 0.8228 0.5317
C 0.8626 -0.1983 0.7145
O 0.4972 -1.6146 0.3361
C 1.4314 -0.9850 -0.3675
O 2.1354 -1.1919 -1.3047
H -2.3923 0.6151 -1.7309
H -0.0635 1.7834 1.0160
H 1.3940 -0.1462 1.6638

Results
Total charge = 0
2S+1 = 1
Structure (SMILES) = N=C=C[C@H]1OC1=O
HOMO = -0.342 Ha



ii.
The following is a DFT calculation (wB97M-V/def2-TZVPD) of a 2-piece molecular cluster, C4H3NO2 overall.

Element x y z (Å)
C -2.2192 -0.7382 -0.0168
C 0.3169 -0.9582 0.0999
C 1.6545 -0.4352 -0.2014
C -0.8774 -0.4087 -0.1060
N -3.3171 -1.0382 0.1432
O 2.6813 -0.9283 0.2032
O -0.8221 1.6376 -0.2959
H 0.3014 -1.9750 0.3985
H 1.5498 0.4685 -0.7087
H -1.0376 1.6577 0.6271

Results
Total charge = 0
2S+1 = 1
HOMO = -0.409 Ha



Last place for stability: ii



i.
The following is a DFT calculation (wB97M-V/def2-TZVPD) of one molecule with the formula C4H3NO2.

Element x y z (Å)
O 0.9287 0.0041 -2.3961
C 0.0406 0.5440 -1.7790
C -0.2878 0.1495 -0.3904
C 0.5591 -0.6203 0.4462
C -0.0173 -0.4802 1.6591
O -1.1379 0.2595 1.5590
N -1.2998 0.6642 0.2654
H -0.5093 1.4153 -2.1723
H 1.4563 -1.1371 0.1463
H 0.2658 -0.7874 2.6548

Results
Total charge = 0
2S+1 = 1
Structure (SMILES) = O=Cc1ccon1
HOMO = -0.388 Ha



ii.
The following is a DFT calculation (wB97M-V/def2-TZVPD) of one molecule with the formula C4H3NO2.

Element x y z (Å)
O -0.1018 2.3767 -0.8722
C -0.4290 1.7911 0.1327
C -0.1895 0.3498 0.2820
C 0.3981 -0.4613 -0.7137
C 0.4060 -1.6746 -0.1271
O -0.1252 -1.6044 1.1079
N -0.5033 -0.3186 1.3630
H -0.9248 2.3109 0.9632
H 0.7329 -0.1235 -1.6816
H 0.7366 -2.6461 -0.4543

Results
Total charge = 0
2S+1 = 1
Structure (SMILES) = O=Cc1ccon1
HOMO = -0.389 Ha



iii.
The following is a DFT calculation (wB97M-V/def2-TZVPD) of a 2-piece molecular cluster, C4H3NO2 overall.

Element x y z (Å)
N 1.0818 -1.0443 -2.1984
C 1.0653 -0.0987 -1.4760
C 0.8244 0.9078 -0.7424
C 0.5288 1.7094 0.2476
O 0.0339 2.5550 0.9077
H 1.8027 -1.6125 -2.4502
C -1.3028 -0.6452 1.3916
O -2.1050 -1.3887 0.9155
H -1.4989 0.4635 1.4300
H -0.4301 -0.8462 1.9746

Results
Total charge = 0
2S+1 = 1
Structure (SMILES) = N=C=C=C=O.C=O
HOMO = -0.357 Ha



Last place for stability: iii



i.
The following is a DFT calculation (wB97M-V/def2-TZVPD) of C4H3NO2 as an isolated structure.

Element x y z (Å)
C -1.4545 0.8570 0.1149
C -0.2051 0.3060 0.0384
C 1.7832 -0.0909 -0.1096
C -0.0423 -1.1712 -0.1156
H -2.2586 0.0751 0.2058
H -1.8224 1.8855 0.3173
H 2.7298 0.4099 -0.2135
N 1.3403 -1.2627 -0.1274
O 0.8867 0.9201 -0.1022
O -0.9570 -1.9288 -0.0080

Results
Total charge = 0
2S+1 = 1
HOMO = -0.357 Ha



ii.
The following is a DFT calculation (wB97M-V/def2-TZVPD) of one molecule with the formula C4H3NO2.

Element x y z (Å)
C 0.2693 0.6919 -2.2852
C -0.1222 0.6189 -1.0615
N -0.5835 0.4697 0.0711
C 0.1846 -0.4697 0.7798
O 1.2577 -0.8754 0.4010
C -0.3848 -0.7391 2.1553
O 0.2386 -1.3672 2.9653
H -0.7113 0.9207 -2.7128
H 1.2290 1.0341 -2.6538
H -1.3774 -0.2839 2.3410

Results
Total charge = 0
2S+1 = 1
Structure (SMILES) = C=C=NC(=O)C=O
HOMO = -0.363 Ha



Last place for stability: ii